one:
Molecular formula: C4H7N3S
Method: DFT, ωB97M-V/def2-TZVPD

Structure (XYZ):
```
15
C4H7N3S | the OMol25 dataset | ωB97M-V/def2-TZVPD
S -1.09809 -1.89024 0.63479
N 1.97824 -2.12313 -0.62380
N 2.30493 0.66315 1.38673
N 1.80038 -0.73144 -0.60626
C -1.79840 0.79847 0.08510
C -0.71840 -0.30861 0.11050
C 0.55474 0.12605 -0.49145
C 1.83064 0.14736 0.37415
H -1.27043 1.69946 -0.29731
H -2.50859 0.39122 -0.57775
H 1.09222 -2.42884 -0.31719
H 0.41646 1.06436 -1.02364
H -2.13429 0.68202 1.15247
H 1.84842 1.37721 1.94282
H 2.27652 -2.27664 -1.61168
```

- orbital gap (Eh) = 0.30714
- HOMO energy (eV) = -8.839

Here are the Löwdin charges for atoms 1 to 6, given in e: number 1, S, carries 0.65; number 2, N, carries 0.09; number 3, N, carries 0.17; number 4, N, carries -0.05; number 5, C, carries -0.10; number 6, C, carries -0.71

---

two:
Molecular formula: C4H7N3S
Method: DFT, ωB97M-V/def2-TZVPD

Structure (XYZ):
```
15
C4H7N3S | the OMol25 dataset | ωB97M-V/def2-TZVPD
S 2.89836 0.45868 -0.30176
N -2.70441 -0.33578 -0.75733
N -1.85720 1.64299 0.47408
N -0.88608 -0.55690 0.77909
C -1.87435 0.25246 -0.04664
C -0.45341 -1.64787 0.04106
C 0.24728 -0.24721 -0.12614
C 1.64169 -0.36918 0.39583
H -3.30769 0.48680 -1.21385
H 0.10791 0.06635 -1.10816
H -0.09626 -2.33652 0.72667
H -0.81900 1.67149 0.95552
H 1.74034 -0.99098 1.33393
H -2.07026 2.43777 -0.10178
H -1.16213 -1.85514 -0.81977
```

- orbital gap (Eh) = 0.31266
- HOMO energy (eV) = -8.854

Here are the Löwdin charges for atoms 1 to 6, given in e: number 1, S, carries 0.62; number 2, N, carries 0.12; number 3, N, carries 0.09; number 4, N, carries -0.01; number 5, C, carries -0.52; number 6, C, carries -0.10

---

Relative energies, in eV, with the most stable structure set to zero: one 0.726; two 0.000.

---

one:
Molecular formula: C4H7N3S
Method: DFT, ωB97M-V/def2-TZVPD

Structure (XYZ):
```
15
C4H7N3S | the OMol25 dataset | ωB97M-V/def2-TZVPD
S 0.08375 1.87715 2.26700
N 1.30738 -1.55430 -0.55619
N 0.53403 -0.11593 -2.42895
N -0.32459 0.90592 -2.63484
C -0.76203 0.44564 1.62596
C -0.79625 1.21455 -1.50756
C -0.38819 0.29514 -0.49844
C 0.55457 -0.51351 -1.16990
H 1.00557 -1.57957 0.41722
H 1.50774 -2.48750 -1.05052
H -0.19510 -0.39275 1.85502
H 0.94692 -0.62124 -3.20664
H 1.22184 1.19900 2.09323
H -1.65750 1.95112 -1.32756
H -1.85754 0.51200 1.82946
```

- orbital gap (Eh) = 0.31466
- HOMO energy (eV) = -8.015

Here are the Löwdin charges for atoms 1 to 6, given in e: number 1, S, carries 0.66; number 2, N, carries 0.08; number 3, N, carries 0.01; number 4, N, carries 0.00; number 5, C, carries -0.43; number 6, C, carries -0.24

---

two:
Molecular formula: C4H7N3S
Method: DFT, ωB97M-V/def2-TZVPD

Structure (XYZ):
```
15
C4H7N3S | the OMol25 dataset | ωB97M-V/def2-TZVPD
S -3.75021 -0.16036 0.00604
N -1.15183 -0.48056 0.25009
N -1.74206 1.66325 0.10826
N -1.20207 -1.82708 -0.15735
C -2.19953 0.30887 0.18588
C 1.61218 -0.06543 0.18530
C -0.37687 1.69439 -0.13972
C 0.34504 0.59178 0.04920
H 1.57948 -1.09576 -0.03368
H -2.38118 2.23313 -0.36942
H 2.20814 0.15446 -0.62903
H -2.04000 -2.25107 0.30140
H 1.97826 0.01462 1.14352
H -0.05211 2.61260 -0.38471
H -1.35260 -1.94013 -1.16094
```

- orbital gap (Eh) = 0.32333
- HOMO energy (eV) = -8.097

Here are the Löwdin charges for atoms 1 to 6, given in e: number 1, S, carries 0.59; number 2, N, carries -0.11; number 3, N, carries 0.04; number 4, N, carries 0.02; number 5, C, carries -0.93; number 6, C, carries -0.05

---

three:
Molecular formula: C4H7N3S
Method: DFT, ωB97M-V/def2-TZVPD

Structure (XYZ):
```
15
C4H7N3S | the OMol25 dataset | ωB97M-V/def2-TZVPD
S 0.21862 -2.27673 0.38731
N -1.98249 -0.35965 1.36646
N 0.06805 -0.62578 0.13009
N 2.15388 -0.40781 -1.08694
C 0.46138 1.42611 -0.66871
C -0.99138 0.17421 0.53171
C 0.95639 0.15823 -0.63327
C -0.77754 1.43068 0.06192
H -2.66524 0.31586 1.58493
H 2.67552 0.28535 -1.62525
H 0.89946 -2.23475 1.56605
H 0.90115 2.24241 -1.15682
H -2.44595 -1.16657 0.96751
H -1.43648 2.26633 0.23316
H 1.96462 -1.22787 -1.65813
```

- orbital gap (Eh) = 0.28469
- HOMO energy (eV) = -7.021

Here are the Löwdin charges for atoms 1 to 6, given in e: number 1, S, carries 0.84; number 2, N, carries 0.09; number 3, N, carries -0.41; number 4, N, carries 0.07; number 5, C, carries -0.06; number 6, C, carries -0.42

---

Relative energies, in eV, with the most stable structure set to zero: one 3.138; two 2.260; three 0.000.